Entry 1:
# C4H6N3

2 unconnected molecules or ions with the total composition C4H6N3 (ωB97M-V with the def2-TZVPD basis set, the OMol25 dataset).

Output
Lowest unoccupied orbital energy (spin up / spin down) ... -7.3 / -7.3 eV
Gap between HOMO and LUMO (spin up / spin down) ... 7.72 / 7.72 eV
Relative energy (zero: lowest compared OMol25 entry of this formula, charge and spin) ... 130.84 kcal per mole

Structure (ORCA input):
```
! wB97M-V def2-TZVPD RIJCOSX def2/J DEFGRID3
* xyz 1 1
C 0.31 -0.98 1.94
C 0.65 -0.21 0.75
C -1.28 0.77 -2.16
C 1.76 0.45 0.38
N -0.91 -1.40 1.81
N -1.39 -0.98 0.62
N -0.55 -0.32 0.01
H 0.90 -1.17 2.81
H -0.33 1.18 -2.43
H -2.00 1.38 -1.64
H 2.63 0.45 1.01
H -1.60 -0.18 -2.56
H 1.81 1.01 -0.54
*
```

Need the Mulliken charges? In units of e they are: number 1, C, carries -0.1656; number 2, C, carries 0.5757; number 3, C, carries -0.0959; number 4, C, carries -0.6962; number 5, N, carries -0.3055; number 6, N, carries -0.2531; number 7, N, carries 0.1679; number 8, H, carries 0.4239; number 9, H, carries 0.2602; number 10, H, carries 0.2972; number 11, H, carries 0.2819; number 12, H, carries 0.2870; number 13, H, carries 0.2225

=====

Entry 2:
# C5H4N2O

A molecular structure, C5H4N2O (ωB97M-V with the def2-TZVPD basis set, the OMol25 dataset).

Output
Lowest unoccupied orbital energy ... 0.1 eV
Gap between HOMO and LUMO ... 9.88 eV
Relative energy (zero: lowest compared OMol25 entry of this formula, charge and spin) ... 76.70 kcal per mole

Structure (ORCA input):
```
! wB97M-V def2-TZVPD RIJCOSX def2/J DEFGRID3
* xyz 0 1
C 0.55 -0.92 -0.98
C 0.60 -1.69 0.46
C -0.24 -0.46 0.84
C -0.60 0.64 1.63
C -0.32 0.16 -0.45
H 1.79 -1.47 0.63
H 0.20 -2.78 0.38
H -0.57 1.07 2.73
H -1.28 2.64 1.03
N -0.86 1.71 0.83
N -0.68 1.44 -0.52
O 1.34 -0.98 -1.99
*
```

Need the Mulliken charges? In units of e they are: number 1, C, carries 0.3563; number 2, C, carries -0.3223; number 3, C, carries 0.3007; number 4, C, carries -0.5626; number 5, C, carries 0.3115; number 6, H, carries 0.1881; number 7, H, carries 0.2950; number 8, H, carries 0.3041; number 9, H, carries 0.2409; number 10, N, carries 0.2181; number 11, N, carries -0.7511; number 12, O, carries -0.5788

=====

Entry 3:
# C36H74Br24NO5

13 unconnected molecules or ions with the total composition C36H74Br24NO5 (ωB97M-V with the def2-TZVPD basis set, the OMol25 dataset).

Output
Lowest unoccupied orbital energy ... -1.9 eV
Gap between HOMO and LUMO ... 9.11 eV

Structure (ORCA input):
```
! wB97M-V def2-TZVPD RIJCOSX def2/J DEFGRID3
* xyz 1 1
C 0.40 -4.83 4.81
C 0.24 -3.64 5.74
O -1.10 -3.09 5.65
C -1.12 -1.83 5.11
N -2.56 -1.46 4.88
C -3.41 -1.66 6.12
C -2.78 -1.17 7.40
C -2.54 -0.01 4.48
O -3.75 0.24 3.87
C -4.03 1.66 3.73
O -2.87 2.35 3.45
C -2.42 2.22 2.09
C -0.92 1.99 2.06
O -0.58 0.65 1.69
C -3.13 -2.33 3.78
C -2.46 -2.18 2.44
C -2.79 -3.13 1.38
O -1.52 -3.18 2.08
H 0.51 -5.77 5.34
H 1.25 -4.67 4.14
H -0.48 -4.89 4.16
H 0.95 -2.85 5.49
H 0.41 -3.89 6.79
H -0.70 -1.06 5.77
H -0.63 -1.78 4.13
H -3.61 -2.73 6.17
H -4.34 -1.14 5.88
H -3.51 -1.32 8.20
H -1.89 -1.74 7.66
H -2.55 -0.11 7.39
H -1.68 0.14 3.82
H -2.39 0.57 5.40
H -4.42 2.04 4.67
H -4.78 1.71 2.94
H -2.92 1.35 1.63
H -2.72 3.11 1.53
H -0.54 2.13 3.07
H -0.43 2.71 1.41
H -1.17 0.36 0.98
H -2.96 -3.35 4.13
H -4.19 -2.10 3.73
H -2.20 -1.16 2.15
H -3.45 -3.96 1.60
H -2.70 -2.81 0.34
Br -1.43 6.06 2.60
C 0.13 6.26 1.45
C -0.24 6.32 0.00
Br -0.87 4.60 -0.63
H 0.76 5.41 1.67
H 0.62 7.18 1.76
H 0.63 6.57 -0.61
H -1.05 7.02 -0.21
Br 3.49 -6.11 0.15
C 3.90 -4.21 0.18
C 3.42 -3.53 1.44
Br 1.48 -3.37 1.48
H 3.44 -3.79 -0.71
H 4.98 -4.12 0.10
H 3.82 -2.52 1.49
H 3.70 -4.08 2.33
Br 7.89 -4.10 2.60
C 6.50 -5.45 2.66
C 5.56 -5.25 3.82
Br 6.33 -5.73 5.53
H 7.00 -6.41 2.71
H 5.97 -5.37 1.72
H 4.68 -5.88 3.69
H 5.26 -4.20 3.91
Br -0.93 -8.06 -2.57
C -0.20 -7.03 -1.09
C -0.33 -5.55 -1.31
Br 0.92 -4.89 -2.64
H 0.83 -7.33 -0.98
H -0.76 -7.33 -0.21
H -0.10 -5.02 -0.39
H -1.32 -5.28 -1.66
Br -5.66 -0.72 1.18
C -7.59 -0.63 1.45
C -8.15 0.71 1.05
Br -7.69 2.10 2.33
H -7.76 -0.84 2.50
H -8.01 -1.42 0.83
H -9.24 0.67 1.03
H -7.78 1.04 0.09
Br 1.72 -1.61 -2.23
C 1.89 0.32 -2.38
C 1.13 1.00 -1.28
Br -0.79 0.95 -1.60
H 1.52 0.60 -3.37
H 2.95 0.55 -2.31
H 1.38 2.06 -1.22
H 1.30 0.53 -0.31
Br -0.25 3.79 -4.28
C -2.17 4.08 -4.22
C -2.56 5.44 -4.73
Br -2.11 6.85 -3.46
H -2.47 3.93 -3.19
H -2.61 3.31 -4.86
H -3.64 5.50 -4.87
H -2.06 5.70 -5.66
Br -0.16 2.44 -8.68
C 1.00 3.96 -9.04
C 0.85 5.03 -8.00
Br -0.81 6.02 -8.20
H 0.74 4.31 -10.04
H 2.01 3.56 -9.04
H 1.64 5.77 -8.09
H 0.85 4.63 -7.00
Br -2.90 9.33 -8.98
C -4.46 9.25 -7.83
C -4.35 8.15 -6.80
Br -4.62 6.40 -7.60
H -5.32 9.12 -8.48
H -4.52 10.22 -7.34
H -5.13 8.26 -6.05
H -3.38 8.14 -6.33
Br 3.05 0.39 2.55
C 1.67 -0.53 3.54
C 1.94 -0.52 5.02
Br 3.36 -1.73 5.55
H 1.62 -1.54 3.14
H 0.75 -0.01 3.30
H 1.06 -0.84 5.58
H 2.23 0.47 5.37
Br 3.28 4.29 -5.14
C 5.04 4.14 -5.96
C 4.95 3.94 -7.45
Br 4.35 2.15 -7.90
H 5.54 3.32 -5.46
H 5.56 5.08 -5.74
H 5.93 4.05 -7.90
H 4.25 4.63 -7.91
Br 8.90 -5.09 -3.36
C 7.46 -6.38 -3.33
C 6.56 -6.19 -2.14
Br 7.39 -6.78 -0.49
H 7.92 -7.37 -3.33
H 6.89 -6.24 -4.25
H 5.65 -6.79 -2.25
H 6.29 -5.15 -2.00
*
```

Atom charges from the Mulliken analysis, given in e for atoms 1 to 99: number 1, C, carries -0.8460; number 2, C, carries 0.9014; number 3, O, carries -0.4317; number 4, C, carries -1.4516; number 5, N, carries 0.4075; number 6, C, carries -0.2311; number 7, C, carries -1.3439; number 8, C, carries -0.4411; number 9, O, carries -0.1877; number 10, C, carries -0.2828; number 11, O, carries -0.4693; number 12, C, carries 0.0560; number 13, C, carries -0.3722; number 14, O, carries -0.3038; number 15, C, carries -1.0258; number 16, C, carries 0.8356; number 17, C, carries -0.7690; number 18, O, carries -0.3071; number 19, H, carries 0.3620; number 20, H, carries 0.0343; number 21, H, carries 0.2059; number 22, H, carries -0.7677; number 23, H, carries 0.5294; number 24, H, carries 0.9062; number 25, H, carries 0.3490; number 26, H, carries 0.4722; number 27, H, carries 0.5491; number 28, H, carries 0.4739; number 29, H, carries 0.2539; number 30, H, carries 0.3452; number 31, H, carries -0.0777; number 32, H, carries 0.5198; number 33, H, carries 0.2630; number 34, H, carries 0.1628; number 35, H, carries 0.1000; number 36, H, carries 0.4869; number 37, H, carries 0.3314; number 38, H, carries 0.0108; number 39, H, carries -0.1236; number 40, H, carries 0.6973; number 41, H, carries 0.4774; number 42, H, carries -0.1893; number 43, H, carries 0.2183; number 44, H, carries 0.4166; number 45, Br, carries -0.1498; number 46, C, carries -0.6021; number 47, C, carries -0.7104; number 48, Br, carries 0.0092; number 49, H, carries 0.3401; number 50, H, carries 0.4111; number 51, H, carries 0.3783; number 52, H, carries 0.3722; number 53, Br, carries -0.1146; number 54, C, carries -0.8680; number 55, C, carries 0.3253; number 56, Br, carries 0.1179; number 57, H, carries 0.3005; number 58, H, carries 0.5218; number 59, H, carries 0.3784; number 60, H, carries -0.4611; number 61, Br, carries -0.1019; number 62, C, carries 0.1194; number 63, C, carries -0.6138; number 64, Br, carries -0.1353; number 65, H, carries 0.5079; number 66, H, carries -0.4441; number 67, H, carries 0.3528; number 68, H, carries 0.2760; number 69, Br, carries -0.1520; number 70, C, carries -0.5043; number 71, C, carries 0.1224; number 72, Br, carries -0.1262; number 73, H, carries 0.1958; number 74, H, carries 0.4022; number 75, H, carries -0.4478; number 76, H, carries 0.4530; number 77, Br, carries -0.0965; number 78, C, carries -0.6311; number 79, C, carries -0.6042; number 80, Br, carries -0.1151; number 81, H, carries 0.3664; number 82, H, carries 0.4119; number 83, H, carries 0.3666; number 84, H, carries 0.3603; number 85, Br, carries -0.1232; number 86, C, carries -0.6420; number 87, C, carries -0.2968; number 88, Br, carries -0.1941; number 89, H, carries 0.3710; number 90, H, carries 0.4201; number 91, H, carries 0.3926; number 92, H, carries 0.0504; number 93, Br, carries -0.0630; number 94, C, carries -0.7115; number 95, C, carries 0.0200; number 96, Br, carries -0.1701; number 97, H, carries 0.3175; number 98, H, carries 0.4629; number 99, H, carries 0.3327

=====

Entry 4:
# C3H3Br2NO2S

2 unconnected molecules or ions with the total composition C3H3Br2NO2S (ωB97M-V with the def2-TZVPD basis set, the OMol25 dataset).

Output
Lowest unoccupied orbital energy ... -0.9 eV
Gap between HOMO and LUMO ... 9.29 eV
Relative energy (zero: lowest compared OMol25 entry of this formula, charge and spin) ... 0.00 kcal per mole

Structure (ORCA input):
```
! wB97M-V def2-TZVPD RIJCOSX def2/J DEFGRID3
* xyz 0 1
C -0.38 -0.16 -1.54
C -0.26 1.04 -0.72
C -0.44 0.82 0.61
N -0.84 -1.17 -0.75
O -0.10 -0.18 -2.71
O 0.26 -1.54 1.46
S -0.96 -0.94 0.90
Br 2.76 0.59 1.65
Br -0.52 2.07 1.98
H -0.01 1.90 -1.36
H 1.80 -0.43 1.57
H -1.31 -2.00 -1.10
*
```

Need the Mulliken charges? In units of e they are: number 1, C, carries 0.5505; number 2, C, carries -0.0030; number 3, C, carries -0.3735; number 4, N, carries -0.1577; number 5, O, carries -0.5479; number 6, O, carries -0.5658; number 7, S, carries 0.4564; number 8, Br, carries -0.2858; number 9, Br, carries -0.0031; number 10, H, carries 0.3811; number 11, H, carries 0.2987; number 12, H, carries 0.2501